Record 1
DFT (wB97M-V/def2-TZVPD) results for a 7-piece molecular cluster, C65H145F4N2O11P4S4 overall at a distorted geometry.

Each line ends with the Löwdin charge.
CARTESIAN COORDINATES (ANGSTROEM)
C 6.566 -3.772 0.195  -0.0819
C 5.399 -4.626 -0.343  -0.2259
C 4.258 -4.878 0.623  -0.2763
C 3.509 -3.689 1.049  -0.2964
P 2.171 -3.980 2.183  1.0162
C 1.756 -2.353 2.976  -0.2428
C 0.419 -2.280 3.768  -0.2194
C 0.028 -0.882 4.224  -0.2872
C -0.547 -0.021 3.125  -0.0866
C 2.870 -5.091 3.400  -0.2733
C 4.131 -4.627 4.138  -0.2337
C 4.849 -5.714 5.027  -0.2380
C 5.475 -6.838 4.233  -0.1147
C 0.820 -4.799 1.263  -0.2133
C 0.124 -6.082 1.879  -0.2315
C 0.720 -7.454 1.533  -0.2151
C 0.631 -7.651 -0.055  -0.0778
H 6.985 -3.264 -0.673  0.0767
H 7.288 -4.494 0.575  0.0700
H 6.338 -3.054 0.983  0.0583
H 5.745 -5.619 -0.633  0.1178
H 4.854 -4.122 -1.141  0.1183
H 4.729 -5.402 1.455  0.0922
H 3.551 -5.610 0.232  0.1175
H 2.916 -3.235 0.256  0.1184
H 4.093 -2.887 1.500  0.1031
H 1.898 -1.623 2.180  0.0998
H 2.629 -2.090 3.573  0.0919
H 0.682 -2.928 4.605  0.1040
H -0.253 -2.781 3.071  0.0951
H 0.817 -0.343 4.748  0.1101
H -0.746 -0.901 4.992  0.1056
H -0.900 0.868 3.648  0.0840
H -1.262 -0.720 2.691  0.0837
H 0.239 0.227 2.411  0.0783
H 3.066 -6.021 2.866  0.0787
H 2.099 -5.159 4.168  0.1018
H 3.978 -3.755 4.774  0.1004
H 4.946 -4.181 3.568  0.1020
H 4.236 -6.147 5.817  0.1066
H 5.640 -5.149 5.520  0.1051
H 5.882 -6.459 3.296  0.0605
H 4.777 -7.589 3.863  0.0727
H 6.336 -7.305 4.710  0.0788
H 1.081 -4.780 0.205  0.0983
H 0.128 -3.956 1.250  0.0846
H -0.912 -6.178 1.555  0.1064
H -0.029 -5.887 2.941  0.0952
H 0.169 -8.264 2.011  0.1039
H 1.751 -7.390 1.880  0.0765
H 1.108 -8.576 -0.378  0.0643
H 1.189 -6.892 -0.604  0.0615
H -0.364 -7.819 -0.469  0.0726
C -14.191 -10.999 0.034  -0.0907
C -13.329 -9.747 -0.244  -0.2740
C -11.882 -10.087 -0.011  -0.2540
C -11.090 -8.779 -0.350  -0.2738
P -9.419 -8.628 0.306  1.0431
C -9.453 -7.990 2.135  -0.2154
C -10.586 -8.539 2.949  -0.2945
C -10.920 -7.773 4.216  -0.2575
C -9.741 -7.394 5.179  -0.0810
C -8.803 -10.317 0.473  -0.2591
C -8.435 -11.040 -0.836  -0.2253
C -7.065 -10.715 -1.451  -0.2553
C -6.505 -11.704 -2.506  -0.0847
C -8.509 -7.613 -0.827  -0.2913
C -7.217 -6.920 -0.320  -0.2283
C -6.652 -5.806 -1.210  -0.2521
C -6.398 -6.268 -2.637  -0.0985
H -14.043 -11.287 1.075  0.0735
H -13.943 -11.824 -0.633  0.0785
H -15.249 -10.760 -0.072  0.0749
H -13.567 -8.948 0.459  0.1113
H -13.465 -9.456 -1.285  0.1178
H -11.634 -10.831 -0.768  0.1168
H -11.737 -10.441 1.010  0.1016
H -11.509 -7.865 0.070  0.0942
H -11.159 -8.645 -1.430  0.1109
H -9.501 -6.902 2.166  0.1042
H -8.551 -8.269 2.680  0.0991
H -10.649 -9.590 3.233  0.1182
H -11.501 -8.492 2.359  0.0909
H -11.683 -8.331 4.759  0.1109
H -11.444 -6.852 3.962  0.1053
H -9.263 -8.365 5.304  0.0722
H -10.128 -7.016 6.125  0.0766
H -9.051 -6.696 4.703  0.0657
H -9.453 -10.760 1.228  0.0943
H -7.870 -10.118 1.000  0.0901
H -9.253 -10.861 -1.534  0.0999
H -8.532 -12.124 -0.887  0.1142
H -6.363 -10.676 -0.618  0.1071
H -6.977 -9.773 -1.992  0.0856
H -6.828 -11.597 -3.542  0.0765
H -6.900 -12.681 -2.229  0.0672
H -5.417 -11.642 -2.477  0.0796
H -9.104 -6.780 -1.204  0.1126
H -8.372 -8.144 -1.769  0.0847
H -6.438 -7.680 -0.385  0.1044
H -7.302 -6.673 0.738  0.0991
H -5.712 -5.551 -0.719  0.1119
H -7.180 -4.857 -1.308  0.1133
H -5.670 -7.057 -2.830  0.0829
H -6.187 -5.363 -3.206  0.0863
H -7.325 -6.687 -3.028  0.0598
C 6.775 2.336 -4.319  -0.0793
C 7.714 3.163 -3.393  -0.2561
C 7.667 2.783 -1.908  -0.2431
C 8.750 3.574 -1.142  -0.2528
P 8.673 3.617 0.699  1.0068
C 9.702 5.018 1.292  -0.2563
C 11.155 5.173 0.722  -0.1897
C 11.811 6.562 1.174  -0.2582
C 13.305 6.573 0.948  -0.1284
C 6.961 3.670 1.367  -0.2155
C 6.638 4.386 2.795  -0.2125
C 5.136 4.278 3.144  -0.2482
C 4.098 5.129 2.370  -0.0825
C 9.459 2.168 1.406  -0.2409
C 9.384 2.085 3.046  -0.1945
C 8.343 1.067 3.553  -0.2872
C 8.588 0.662 5.011  -0.0977
H 6.812 2.443 -5.403  0.0718
H 5.748 2.655 -4.143  0.0767
H 6.967 1.285 -4.104  0.0714
H 7.433 4.216 -3.374  0.1052
H 8.694 3.296 -3.851  0.1048
H 7.640 1.712 -1.703  0.1114
H 6.695 3.075 -1.511  0.1031
H 8.757 4.622 -1.442  0.1029
H 9.701 3.103 -1.394  0.1026
H 9.625 4.969 2.378  0.0883
H 9.116 5.798 0.806  0.0974
H 11.122 5.317 -0.358  0.1036
H 11.768 4.311 0.985  0.1014
H 11.744 6.647 2.259  0.0978
H 11.439 7.508 0.781  0.1159
H 13.383 6.646 -0.137  0.0770
H 13.772 5.692 1.388  0.0742
H 13.753 7.456 1.404  0.0779
H 6.585 2.669 1.576  0.0827
H 6.355 4.196 0.628  0.0912
H 6.980 5.401 2.591  0.0990
H 7.210 4.103 3.678  0.0911
H 5.120 4.487 4.213  0.1010
H 4.903 3.217 3.048  0.0965
H 3.919 4.829 1.338  0.0688
H 4.342 6.187 2.279  0.0800
H 3.089 4.987 2.757  0.0690
H 10.486 2.105 1.047  0.0858
H 8.979 1.294 0.967  0.0864
H 9.439 3.021 3.602  0.0936
H 10.266 1.605 3.469  0.0975
H 8.359 0.187 2.910  0.1041
H 7.332 1.445 3.402  0.0854
H 9.551 0.155 5.074  0.0757
H 7.771 0.031 5.360  0.0730
H 8.657 1.554 5.633  0.0761
C -5.711 3.973 -3.130  -0.0942
C -5.776 5.524 -3.221  -0.2524
C -4.352 6.085 -3.243  -0.2404
C -4.348 7.644 -3.355  -0.2634
P -2.814 8.616 -2.911  1.0447
C -1.688 8.225 -4.296  -0.2922
C -0.779 7.056 -4.127  -0.2309
C -0.279 6.434 -5.465  -0.2613
C 0.787 7.236 -6.180  -0.0898
C -1.967 8.140 -1.334  -0.2271
C -2.572 8.677 0.038  -0.2234
C -3.876 8.001 0.415  -0.2673
C -4.213 8.026 1.924  -0.0952
C -3.283 10.367 -2.949  -0.2593
C -2.131 11.356 -2.475  -0.2060
C -2.773 12.697 -1.886  -0.2251
C -1.815 13.738 -1.233  -0.1074
H -6.664 3.475 -2.952  0.0676
H -5.069 3.578 -2.343  0.0747
H -5.266 3.598 -4.051  0.0749
H -6.346 5.873 -2.359  0.1003
H -6.383 5.910 -4.040  0.1085
H -3.853 5.792 -4.167  0.1112
H -3.772 5.789 -2.370  0.1049
H -5.225 8.044 -2.846  0.0809
H -4.619 7.826 -4.395  0.0956
H -1.153 9.164 -4.435  0.0926
H -2.338 8.186 -5.171  0.1064
H -1.459 6.297 -3.738  0.0953
H 0.078 7.154 -3.460  0.1306
H -1.127 6.279 -6.132  0.1011
H -0.041 5.371 -5.415  0.1130
H 0.256 8.186 -6.125  0.0619
H 1.056 6.958 -7.199  0.0786
H 1.754 7.209 -5.679  0.0828
H -0.927 8.454 -1.428  0.0970
H -1.774 7.069 -1.284  0.0967
H -2.655 9.757 -0.085  0.0861
H -1.848 8.702 0.852  0.1193
H -3.725 6.947 0.183  0.1036
H -4.681 8.419 -0.189  0.1009
H -3.442 7.496 2.484  0.0799
H -5.156 7.507 2.096  0.0680
H -4.465 9.031 2.262  0.0734
H -4.165 10.384 -2.308  0.0880
H -3.541 10.595 -3.984  0.1028
H -1.449 11.612 -3.286  0.1078
H -1.510 10.892 -1.710  0.0872
H -3.425 12.387 -1.070  0.0946
H -3.274 13.146 -2.744  0.1025
H -1.473 13.507 -0.224  0.0647
H -2.262 14.692 -0.956  0.0684
H -0.884 13.893 -1.780  0.0720
O 2.705 -2.369 -4.472  0.1167
C 2.288 -3.322 -5.184  -1.0107
O 2.797 -3.716 -6.229  -0.0747
O 1.296 -4.041 -4.943  -0.1162
H 2.087 -2.398 -3.737  0.0952
N 6.157 7.689 -1.044  -0.2981
S 4.880 7.997 -1.773  0.4222
O 4.992 8.426 -3.158  -0.3110
O 3.788 8.591 -0.989  -0.3325
F 4.372 6.422 -1.952  -0.2578
S 6.589 9.327 -0.718  0.6072
O 6.795 9.557 0.735  -0.3350
O 5.981 10.403 -1.483  -0.2878
F 8.121 9.349 -1.205  -0.2120
N 0.407 -0.055 -1.604  -0.3026
S -1.206 0.143 -1.938  0.5588
O -1.753 1.376 -2.568  -0.3296
O -1.930 -0.340 -0.777  -0.3418
F -1.320 -0.985 -3.077  -0.1915
S 0.935 1.386 -1.958  0.4741
O 0.539 2.415 -1.026  -0.3279
O 1.064 1.761 -3.384  -0.3092
F 2.454 1.076 -1.480  -0.2402

* 2S+1: 1
* total charge: +1

Record 2
DFT (wB97M-V/def2-TZVPD) results for a 6-piece molecular cluster, C65H145NO6P4 overall at a distorted geometry.

Each line ends with the Löwdin charge.
CARTESIAN COORDINATES (ANGSTROEM)
C 7.183 -4.940 -3.891  -0.1094
C 7.232 -4.062 -2.648  -0.2732
C 6.213 -2.940 -2.640  -0.2413
C 6.390 -1.937 -1.492  -0.2706
P 4.808 -1.303 -0.861  1.0314
C 4.062 -2.696 0.046  -0.2433
C 5.023 -3.385 1.000  -0.2631
C 4.466 -4.589 1.771  -0.2436
C 3.333 -4.206 2.714  -0.0976
C 3.794 -0.805 -2.286  -0.2377
C 2.875 -1.809 -2.961  -0.2508
C 2.358 -1.406 -4.343  -0.2322
C 3.412 -1.205 -5.440  -0.0984
C 5.051 -0.025 0.391  -0.2487
C 3.838 0.178 1.360  -0.2471
C 3.890 1.499 2.077  -0.2494
C 2.664 1.656 2.975  -0.0905
H 7.970 -5.692 -3.737  0.0785
H 7.369 -4.497 -4.865  0.0771
H 6.342 -5.640 -3.920  0.0771
H 8.260 -3.684 -2.574  0.1158
H 7.191 -4.735 -1.786  0.1117
H 5.244 -3.429 -2.495  0.0880
H 6.211 -2.427 -3.601  0.1212
H 6.897 -1.005 -1.794  0.1020
H 7.114 -2.272 -0.744  0.1004
H 3.735 -3.363 -0.753  0.1010
H 3.289 -2.285 0.698  0.0785
H 5.557 -2.747 1.719  0.1175
H 5.909 -3.792 0.485  0.0988
H 5.269 -5.036 2.352  0.1132
H 4.114 -5.281 1.006  0.1108
H 3.736 -3.813 3.647  0.0783
H 2.743 -5.103 2.908  0.0757
H 2.615 -3.487 2.315  0.0627
H 4.402 -0.311 -3.045  0.1004
H 3.155 -0.071 -1.781  0.0680
H 2.056 -2.141 -2.318  0.1056
H 3.374 -2.786 -3.114  0.0963
H 1.993 -0.383 -4.138  0.1104
H 1.534 -1.997 -4.732  0.1170
H 4.178 -0.482 -5.138  0.0593
H 2.931 -0.727 -6.291  0.0793
H 3.914 -2.137 -5.708  0.0742
H 5.280 0.952 -0.036  0.0922
H 5.837 -0.373 1.066  0.1021
H 3.803 -0.698 2.013  0.1094
H 2.918 0.074 0.774  0.1068
H 3.741 2.281 1.329  0.0701
H 4.791 1.704 2.656  0.1203
H 1.775 1.684 2.337  0.0600
H 2.652 2.475 3.691  0.0625
H 2.458 0.759 3.570  0.0787
C -0.634 -6.035 -1.812  -0.0940
C -1.370 -4.818 -2.361  -0.2315
C -2.759 -4.669 -1.710  -0.2409
C -3.660 -5.894 -1.837  -0.2716
P -5.280 -5.758 -1.027  1.0423
C -6.271 -7.293 -0.923  -0.2622
C -5.406 -8.550 -0.845  -0.2423
C -6.279 -9.783 -0.887  -0.2667
C -7.288 -9.968 0.225  -0.1157
C -4.969 -5.346 0.710  -0.2634
C -3.821 -6.044 1.424  -0.2436
C -3.358 -5.281 2.681  -0.2276
C -2.585 -4.007 2.329  -0.1101
C -6.277 -4.379 -1.657  -0.2523
C -7.806 -4.565 -1.452  -0.2297
C -8.396 -3.276 -0.877  -0.2656
C -9.809 -3.438 -0.299  -0.1011
H -1.219 -6.937 -1.652  0.0575
H -0.256 -5.717 -0.834  0.0756
H 0.250 -6.312 -2.388  0.0735
H -1.579 -4.916 -3.431  0.1123
H -0.861 -3.889 -2.117  0.0825
H -3.272 -3.831 -2.200  0.1043
H -2.662 -4.348 -0.668  0.0860
H -3.200 -6.747 -1.333  0.0653
H -3.831 -6.216 -2.869  0.1169
H -6.939 -7.285 -1.787  0.1097
H -6.895 -7.154 -0.041  0.0884
H -4.770 -8.556 0.045  0.1116
H -4.680 -8.553 -1.662  0.1074
H -5.655 -10.680 -0.919  0.1154
H -6.878 -9.874 -1.799  0.1162
H -7.813 -10.924 0.188  0.0796
H -8.073 -9.208 0.292  0.0688
H -6.867 -9.989 1.239  0.0795
H -5.900 -5.490 1.268  0.1115
H -4.826 -4.261 0.783  0.0874
H -2.941 -6.303 0.830  0.1066
H -4.091 -7.010 1.869  0.1093
H -2.688 -5.904 3.269  0.1125
H -4.238 -4.927 3.224  0.1108
H -1.510 -4.161 2.244  0.0730
H -2.583 -3.234 3.109  0.0570
H -2.898 -3.490 1.418  0.0422
H -6.044 -4.179 -2.704  0.1089
H -5.911 -3.514 -1.099  0.0609
H -8.040 -5.420 -0.822  0.0864
H -8.225 -4.767 -2.438  0.1222
H -8.470 -2.514 -1.654  0.1145
H -7.754 -2.968 -0.046  0.1035
H -10.574 -3.510 -1.082  0.0786
H -10.113 -2.495 0.156  0.0760
H -9.883 -4.337 0.311  0.0732
C -5.509 -0.399 -2.003  -0.0823
C -4.286 -0.944 -1.284  -0.2458
C -4.159 -0.456 0.165  -0.2175
C -3.267 0.807 0.283  -0.2477
P -3.360 1.434 1.957  1.0320
C -5.066 1.639 2.581  -0.2596
C -5.344 2.599 3.732  -0.2400
C -5.475 4.087 3.318  -0.2620
C -6.911 4.495 3.097  -0.1011
C -2.567 0.152 2.979  -0.2723
C -2.212 0.523 4.425  -0.2263
C -1.754 -0.722 5.186  -0.2506
C -0.401 -1.281 4.756  -0.0988
C -2.405 2.950 2.204  -0.2461
C -0.916 2.770 1.918  -0.2430
C -0.054 3.930 2.385  -0.2564
C 0.186 4.063 3.895  -0.0765
H -5.587 -0.884 -2.977  0.0791
H -5.405 0.683 -2.096  0.0857
H -6.460 -0.607 -1.506  0.0624
H -3.308 -0.836 -1.762  0.1065
H -4.368 -2.044 -1.278  0.0643
H -3.644 -1.190 0.789  0.0894
H -5.153 -0.176 0.520  0.0958
H -3.621 1.626 -0.358  0.1042
H -2.214 0.635 0.040  0.0916
H -5.325 0.640 2.954  0.0976
H -5.758 1.760 1.741  0.1025
H -4.529 2.503 4.457  0.0885
H -6.235 2.289 4.280  0.1146
H -4.841 4.120 2.421  0.0864
H -4.910 4.736 3.990  0.1088
H -7.547 4.209 3.942  0.0778
H -7.350 3.960 2.250  0.0785
H -7.071 5.565 2.986  0.0766
H -1.680 -0.099 2.385  0.0709
H -3.251 -0.701 3.010  0.0904
H -3.078 0.966 4.923  0.0990
H -1.423 1.280 4.378  0.0977
H -2.555 -1.451 5.044  0.1018
H -1.613 -0.495 6.245  0.1102
H -0.457 -1.648 3.725  0.0578
H -0.222 -2.198 5.325  0.0758
H 0.454 -0.632 4.914  0.0668
H -2.619 3.462 3.140  0.0958
H -2.815 3.550 1.377  0.1113
H -0.754 2.671 0.838  0.1107
H -0.517 1.823 2.295  0.0913
H -0.445 4.875 1.996  0.1028
H 0.912 3.853 1.869  0.0842
H 1.101 3.574 4.228  0.0445
H -0.653 3.641 4.448  0.0668
H 0.326 5.122 4.112  0.0674
C 4.973 6.755 -6.049  -0.0917
C 4.448 7.360 -4.746  -0.2628
C 4.678 6.489 -3.501  -0.2561
C 3.834 6.999 -2.343  -0.2797
P 4.310 6.579 -0.650  1.0257
C 6.103 6.710 -0.415  -0.2558
C 6.607 7.093 0.984  -0.2426
C 7.453 6.015 1.667  -0.2657
C 8.384 6.556 2.737  -0.1010
C 3.902 4.801 -0.473  -0.2535
C 2.761 4.255 -1.307  -0.2353
C 2.461 2.786 -1.046  -0.2543
C 1.363 2.236 -1.971  -0.0633
C 3.338 7.624 0.438  -0.2643
C 1.826 7.376 0.313  -0.2432
C 1.006 7.815 1.530  -0.2698
C -0.471 8.208 1.292  -0.0851
H 4.736 5.692 -6.084  0.0739
H 6.055 6.885 -6.113  0.0764
H 4.547 7.298 -6.888  0.0775
H 3.389 7.607 -4.852  0.1156
H 4.978 8.288 -4.509  0.1135
H 5.747 6.539 -3.252  0.1049
H 4.599 5.428 -3.763  0.1102
H 2.780 6.748 -2.494  0.1083
H 3.834 8.093 -2.431  0.1111
H 6.458 7.360 -1.225  0.1000
H 6.626 5.793 -0.705  0.0945
H 5.760 7.369 1.623  0.0917
H 7.128 8.055 1.026  0.1191
H 8.026 5.397 0.966  0.1070
H 6.723 5.266 2.007  0.1053
H 8.381 5.874 3.599  0.0761
H 8.082 7.478 3.237  0.0789
H 9.432 6.588 2.451  0.0781
H 3.882 4.602 0.605  0.1015
H 4.905 4.465 -0.774  0.0872
H 2.911 4.441 -2.369  0.1084
H 1.861 4.785 -0.983  0.1072
H 2.154 2.697 0.004  0.0878
H 3.361 2.154 -1.115  0.0865
H 1.438 1.152 -1.941  0.0463
H 1.464 2.555 -3.008  0.0952
H 0.412 2.535 -1.531  0.0551
H 3.553 8.672 0.219  0.1163
H 3.564 7.383 1.482  0.0991
H 1.583 6.312 0.252  0.0897
H 1.450 7.898 -0.572  0.1225
H 1.476 8.714 1.955  0.1096
H 1.077 7.084 2.345  0.0942
H -0.943 7.604 0.520  0.0775
H -0.397 9.222 0.891  0.0764
H -0.953 8.265 2.261  0.0737
O -1.651 0.890 -3.412  0.0397
C -1.771 2.219 -3.100  -0.7312
O -1.833 2.812 -1.910  -0.1790
O -2.101 3.015 -4.069  -0.1056
H -1.426 0.320 -2.660  0.0455
N -0.292 -1.558 -0.132  -0.5821
O 0.013 -0.915 0.904  -0.0730
O -0.345 -1.030 -1.264  -0.0515
O -0.626 -2.773 -0.042  -0.0658

* 2S+1: 1
* total charge: +2

What are the energy above the lowest of the compared OMol25 structures with the same formula, charge and spin values for these records? In order: 0.000, 0.000 eV.
What are the HOMO-LUMO gap values for these records? In order: 2.679, 5.488 eV.
What are the LUMO energy values for these records? In order: -1.95, -3.34 eV.